*a*
Density functional theory data (ωB97M-V with the def2-TZVPD basis set) for a single C2H4OS molecule.

LUMO   0.92 eV
HOMO   -9.5 eV
Structure (SMILES)   S[C@H]1CO1
Gap between HOMO and LUMO   10.47 eV
Spin multiplicity   1

Element x y z (Å)
C (-0.94, -0.03, 0.48)
C (0.16, -0.18, -0.62)
O (-1.02, 0.60, -0.77)
S (1.74, 0.62, -0.48)
H (-1.45, -0.92, 0.60)
H (-0.79, 0.58, 1.31)
H (0.34, -0.99, -1.29)
H (1.95, 0.32, 0.77)


*b*
Density functional theory data (ωB97M-V with the def2-TZVPD basis set) for a single C2H4OS molecule.

LUMO (alpha / beta)   -0.38 / -0.38 eV
HOMO (alpha / beta)   -8.3 / -8.3 eV
Structure (SMILES)   COC=S
Gap between HOMO and LUMO (alpha / beta)   7.90 / 7.90 eV
Spin multiplicity   1

Element x y z (Å)
C (-1.92, 0.30, -0.24)
C (0.29, -0.48, 0.05)
O (-1.16, -0.72, 0.02)
S (-3.90, 0.03, -0.09)
H (-1.65, 1.30, -0.43)
H (0.57, 0.53, -0.28)
H (0.83, -1.24, -0.55)
H (0.49, -0.38, 1.05)


*c*
Density functional theory data (ωB97M-V with the def2-TZVPD basis set) for 2 unconnected molecules or ions with the total composition C2H4OS.

LUMO   -0.91 eV
HOMO   -9.2 eV
Gap between HOMO and LUMO   8.28 eV
Spin multiplicity   1

Element x y z (Å)
C (0.14, -0.45, 0.49)
C (0.47, 0.42, -0.65)
H (-1.84, 0.52, 0.29)
H (0.59, 0.12, 1.49)
H (0.80, -1.32, 0.46)
H (1.41, 0.93, -0.68)
O (-1.11, -0.84, 0.64)
S (-0.45, 0.61, -2.04)


It is *a* that is most stable; the runner-up trails by 0.0392 hartree.


*a*
Density functional theory data (ωB97M-V with the def2-TZVPD basis set) for a molecular structure, C2H4OS.

LUMO (alpha / beta)   -0.67 / -0.67 eV
HOMO (alpha / beta)   -8.4 / -8.4 eV
Gap between HOMO and LUMO (alpha / beta)   7.77 / 7.77 eV
Spin multiplicity   1

Element x y z (Å)
C (0.46, -0.28, -0.34)
C (-0.19, 0.24, 0.87)
O (0.58, 0.47, -1.44)
S (-0.76, -0.40, -2.27)
H (0.96, -1.25, -0.34)
H (-0.24, -0.50, 1.66)
H (-1.19, 0.61, 0.63)
H (0.38, 1.11, 1.23)


*b*
Density functional theory data (ωB97M-V with the def2-TZVPD basis set) for 2 unconnected molecules or ions with the total composition C2H4OS.

LUMO   0.81 eV
HOMO   -9.0 eV
Gap between HOMO and LUMO   9.78 eV
Spin multiplicity   1

Element x y z (Å)
C (0.15, 0.55, 0.90)
C (-0.88, -1.36, -1.82)
O (-1.12, -2.04, -0.94)
S (1.04, -0.06, -0.59)
H (0.41, 1.54, 1.06)
H (0.52, -0.16, 1.70)
H (-0.98, 0.40, 0.85)
H (0.86, 1.13, -1.15)


It is *b* that is most stable; the runner-up trails by 0.0643 hartree.


*a*
Density functional theory data (ωB97M-V with the def2-TZVPD basis set) for 2 unconnected molecules or ions with the total composition C2H4OS.

LUMO   0.11 eV
HOMO   -9.0 eV
Gap between HOMO and LUMO   9.08 eV
Spin multiplicity   1

Element x y z (Å)
C (0.49, 0.08, 0.35)
C (-0.76, -0.18, -0.44)
O (1.38, 1.09, -0.01)
S (2.05, -0.43, -0.02)
H (0.05, 0.11, 2.01)
H (-0.53, -0.31, -1.46)
H (-1.39, 0.77, -0.34)
H (-1.29, -1.14, -0.07)


*b*
Density functional theory data (ωB97M-V with the def2-TZVPD basis set) for a single C2H4OS molecule.

LUMO (alpha / beta)   -0.37 / -0.65 eV
HOMO (alpha / beta)   -8.9 / -8.8 eV
Gap between HOMO and LUMO (alpha / beta)   8.48 / 8.10 eV
Spin multiplicity   1

Element x y z (Å)
C (-0.19, -0.45, 0.19)
C (-0.10, 1.01, 0.17)
O (0.63, -2.77, -0.92)
S (0.61, -1.35, -1.23)
H (-0.67, -0.95, 1.08)
H (-0.95, 1.58, 0.95)
H (0.81, 1.40, 0.55)
H (-0.14, 1.53, -0.80)


*c*
Density functional theory data (ωB97M-V with the def2-TZVPD basis set) for a molecular structure, C2H4OS.

LUMO   0.16 eV
HOMO   -9.0 eV
Gap between HOMO and LUMO   9.16 eV
Spin multiplicity   1

Element x y z (Å)
C (1.42, -0.24, -0.41)
C (-0.35, 0.18, 0.36)
O (2.34, -1.10, 0.19)
S (2.88, 0.53, 0.10)
H (1.11, -0.41, -1.43)
H (-1.02, -0.72, 0.20)
H (-0.68, 1.11, -0.22)
H (-0.08, 0.38, 1.27)


It is *b* that is most stable; the runner-up trails by 0.0314 hartree.


*a*
Density functional theory data (ωB97M-V with the def2-TZVPD basis set) for a single C5H9N molecule.

LUMO   1.18 eV
HOMO   -9.3 eV
Structure (SMILES)   C1CC1[C@@H]1CN1
Gap between HOMO and LUMO   10.50 eV
Spin multiplicity   1

Element x y z (Å)
C (0.02, 1.62, -0.96)
C (-0.09, 0.39, -1.81)
C (0.53, 0.26, -0.42)
C (-0.37, -0.36, 0.63)
C (0.38, -1.01, 1.83)
H (-0.92, 2.09, -0.54)
H (0.65, 2.54, -1.15)
H (0.64, 0.32, -2.61)
H (-1.08, -0.16, -1.88)
H (1.68, 0.13, -0.42)
H (-1.32, 0.20, 0.71)
H (1.48, -1.11, 1.98)
H (-0.12, -0.95, 2.83)
H (-1.19, -2.15, 1.08)
N (-0.28, -1.82, 0.73)


*b*
Density functional theory data (ωB97M-V with the def2-TZVPD basis set) for a single C5H9N molecule.

LUMO   0.87 eV
HOMO   -11.5 eV
Structure (SMILES)   CC(C)CC#N
Gap between HOMO and LUMO   12.34 eV
Spin multiplicity   1

Element x y z (Å)
C (0.36, 0.38, -1.46)
C (0.63, 0.00, -0.01)
C (0.23, 1.13, 0.97)
C (-0.12, -1.31, 0.34)
C (-1.57, -1.07, 0.48)
N (-2.70, -0.85, 0.59)
H (0.67, -0.41, -2.15)
H (0.88, 1.30, -1.73)
H (-0.72, 0.56, -1.61)
H (1.70, -0.22, 0.10)
H (-0.38, 1.88, 0.46)
H (1.10, 1.64, 1.40)
H (-0.37, 0.74, 1.79)
H (0.25, -1.72, 1.28)
H (0.03, -2.06, -0.44)


*c*
Density functional theory data (ωB97M-V with the def2-TZVPD basis set) for 2 unconnected molecules or ions with the total composition C5H9N.

LUMO   1.01 eV
HOMO   -7.2 eV
Gap between HOMO and LUMO   8.25 eV
Spin multiplicity   1

Element x y z (Å)
C (-1.68, 1.00, -0.09)
C (-1.84, -0.52, -0.17)
C (-0.54, 0.10, 0.06)
N (0.69, 0.00, -0.37)
C (1.71, -1.04, -0.46)
C (1.94, 0.40, -0.24)
H (-1.77, 1.57, -1.02)
H (-2.07, 1.51, 0.79)
H (-2.34, -1.02, 0.66)
H (-2.05, -0.96, -1.15)
H (0.59, 0.41, 1.94)
H (1.77, -1.72, 0.40)
H (1.78, -1.53, -1.44)
H (2.48, 1.23, -0.67)
H (1.32, 0.57, 1.75)


*d*
Density functional theory data (ωB97M-V with the def2-TZVPD basis set) for a single C5H9N molecule.

LUMO   1.05 eV
HOMO   -8.8 eV
Structure (SMILES)   C#CCN(C)C
Gap between HOMO and LUMO   9.88 eV
Spin multiplicity   1

Element x y z (Å)
C (0.58, -1.17, -0.58)
C (-1.27, -1.59, 0.85)
C (-0.37, 0.63, 0.57)
C (0.55, 1.53, -0.24)
C (1.40, 2.17, -0.90)
H (0.89, -0.49, -1.48)
H (0.32, -2.24, -0.83)
H (1.46, -1.10, 0.21)
H (-2.20, -1.26, 1.38)
H (-1.56, -2.49, 0.28)
H (-0.58, -1.91, 1.65)
H (0.15, 0.44, 1.56)
H (-1.29, 1.15, 0.91)
H (2.04, 2.80, -1.48)
N (-0.65, -0.63, -0.07)


It is *b* that is most stable; the runner-up trails by 0.0954 hartree.


*a*
Density functional theory data (ωB97M-V with the def2-TZVPD basis set) for a single C5H9N molecule.

LUMO   0.58 eV
HOMO   -8.7 eV
Structure (SMILES)   C=CC(=C)CN
Gap between HOMO and LUMO   9.26 eV
Spin multiplicity   1

Element x y z (Å)
C (0.44, -0.91, 0.54)
C (0.45, 0.20, -0.36)
C (1.72, 0.20, -0.97)
C (-0.53, 1.23, -0.24)
C (-1.29, 1.39, 0.76)
H (-1.88, -1.53, 0.33)
H (-0.58, -2.71, 0.59)
H (0.40, -0.58, 1.49)
H (1.24, -1.53, 0.12)
H (2.04, 1.11, -1.48)
H (2.49, -0.47, -1.06)
H (-0.17, 1.79, -1.01)
H (-1.24, 0.87, 1.76)
H (-1.94, 2.34, 0.98)
N (-0.72, -1.71, -0.02)


*b*
Density functional theory data (ωB97M-V with the def2-TZVPD basis set) for a single C5H9N molecule.

LUMO   0.86 eV
HOMO   -11.5 eV
Structure (SMILES)   CC(C)CC#N
Gap between HOMO and LUMO   12.31 eV
Spin multiplicity   1

Element x y z (Å)
C (-0.61, 1.39, -0.28)
C (-0.46, 0.03, 0.40)
C (-0.87, -1.11, -0.55)
C (0.97, -0.17, 0.94)
C (1.95, -0.34, -0.14)
N (2.68, -0.48, -1.03)
H (-0.20, 2.20, 0.34)
H (-1.66, 1.62, -0.46)
H (-0.09, 1.41, -1.24)
H (-1.11, 0.00, 1.28)
H (-0.43, -0.96, -1.54)
H (-1.95, -1.14, -0.67)
H (-0.53, -2.08, -0.19)
H (1.02, -1.06, 1.59)
H (1.27, 0.69, 1.55)


It is *b* that is most stable; the runner-up trails by 0.1901 hartree.


*a*
Density functional theory data (ωB97M-V with the def2-TZVPD basis set) for 2 unconnected molecules or ions with the total composition C5H15N2O2.

Total charge   +1
LUMO   -3.00 eV
HOMO   -12.9 eV
Gap between HOMO and LUMO   9.87 eV
Spin multiplicity   1

Element x y z (Å)
C (-1.40, -0.98, -1.67)
O (-2.46, -0.01, -1.77)
C (-0.64, -0.54, -0.44)
C (0.26, 0.60, -0.75)
C (0.95, 1.30, 0.42)
C (1.15, 2.63, 0.48)
N (1.26, 0.40, 1.51)
N (-1.57, -0.36, 0.74)
H (-0.76, -0.98, -2.60)
H (-1.85, -1.97, -1.55)
H (-2.65, 0.26, -2.68)
H (0.00, -1.34, -0.07)
H (-0.17, 1.48, -1.22)
H (1.12, 0.29, -1.38)
H (0.69, 3.32, -0.20)
H (1.53, 3.06, 1.39)
H (2.17, -0.04, 1.33)
H (1.59, 0.96, 2.29)
H (-1.03, -0.02, 1.57)
H (-1.85, -1.31, 1.05)
H (-2.41, 0.14, 0.46)
H (2.39, -1.60, 0.98)
H (1.97, -3.05, 1.28)
O (1.70, -2.24, 0.84)


*b*
Density functional theory data (ωB97M-V with the def2-TZVPD basis set) for 2 unconnected molecules or ions with the total composition C5H15N2O2.

Total charge   +1
LUMO   -2.83 eV
HOMO   -14.1 eV
Gap between HOMO and LUMO   11.29 eV
Spin multiplicity   1

Element x y z (Å)
C (-1.52, -1.52, 0.49)
O (-2.26, -0.34, 0.31)
C (-0.21, -1.45, -0.38)
C (-0.33, -0.58, -1.70)
C (-0.23, 0.94, -1.22)
N (-0.46, 1.38, 1.54)
C (0.75, 1.37, 0.95)
N (0.92, 1.15, -0.35)
H (-2.05, -2.33, 0.07)
H (-1.10, -1.64, 1.52)
H (-3.20, -0.35, 0.59)
H (0.06, -2.45, -0.75)
H (0.56, -0.94, 0.17)
H (0.54, -1.02, -2.29)
H (-1.28, -0.83, -2.14)
H (-0.22, 1.74, -2.03)
H (-1.24, 1.05, -0.75)
H (-1.40, 1.16, 1.03)
H (-0.49, 1.70, 2.51)
H (1.68, 1.55, 1.63)
H (1.80, 1.32, -0.88)
H (3.29, -0.63, 0.07)
H (3.46, 0.69, 0.89)
O (2.93, 0.03, 0.70)


It is *a* that is most stable; the runner-up trails by 0.0122 hartree.